(1)
22
Properties=species:S:1:pos:R:3:nbo_charge:R:1 method="wB97M-V/def2-TZVPD" total_energy_ha=-591.44273 charge=0 orbital_gap_ev="8.88 / 5.26" largest_force_ev_per_a=4.10 relative_energy_kcal_mol=166.8
C -1.881 -0.009 2.645 -0.1855
C -0.590 -0.341 2.731 -0.2411
C -2.508 0.167 1.431 -0.1870
C 0.167 -0.563 1.629 -0.1706
C -1.682 0.037 0.266 -0.1610
C -0.335 -0.465 0.329 -0.0619
C -1.975 0.471 -0.978 0.1733
C 0.682 -0.508 -0.817 0.5571
C -2.117 0.597 -2.255 -0.4915
C 3.460 0.040 -1.471 -0.2766
N 1.361 0.644 -0.685 -0.0931
O 0.812 -1.340 -1.675 -0.5164
O 2.484 1.010 -1.348 -0.2511
H -2.472 0.018 3.566 0.2125
H -0.248 -0.488 3.745 0.2153
H -3.452 0.638 1.396 0.2203
H 1.238 -0.515 1.742 0.2104
H -1.742 1.524 -2.699 0.2268
H -2.404 -0.247 -2.916 0.2296
H 3.695 -0.098 -2.550 0.1991
H 3.156 -0.958 -0.988 0.2035
H 4.350 0.385 -1.100 0.1880

(2)
64
Properties=species:S:1:pos:R:3:nbo_charge:R:1 method="wB97M-V/def2-TZVPD" total_energy_ha=-4432.43125 spin_multiplicity=2 charge=+1 orbital_gap_ev="7.63 / 8.12" largest_force_ev_per_a=0.93 relative_energy_kcal_mol=0.0
Cr 0.177 -1.091 0.674 1.2901
N -1.763 -3.320 -0.585 -0.6367
N -2.725 -3.280 0.413 -0.3900
C -2.492 -2.861 1.663 0.6585
N -3.536 -2.944 2.490 -0.7605
N -1.267 -2.359 1.974 -0.5091
N -0.905 -2.331 3.314 0.6506
O -1.634 -2.727 4.210 -0.4136
O 0.168 -1.807 3.532 -0.4080
H -2.091 -2.852 -1.420 0.3918
H -1.499 -4.278 -0.781 0.3794
H -3.676 -3.536 0.189 0.3855
H -4.376 -3.403 2.181 0.4091
H -3.372 -2.834 3.478 0.4511
O 2.010 -3.620 -1.634 -0.5319
C 1.571 -2.635 -1.108 0.7449
O 0.779 -2.654 -0.043 -0.6454
C 1.917 -1.245 -1.566 0.1070
C 2.808 -1.080 -2.629 -0.2296
C 3.219 0.185 -2.930 -0.0907
C 2.746 1.269 -2.167 -0.0105
C 3.164 2.595 -2.437 -0.1893
C 2.688 3.635 -1.698 -0.1799
C 1.767 3.389 -0.658 -0.1662
C 1.345 2.123 -0.374 -0.1614
C 1.822 1.024 -1.120 0.1247
N 1.406 -0.258 -0.848 -0.4370
H 3.149 -1.960 -3.155 0.2636
H 3.913 0.371 -3.741 0.2340
H 3.861 2.761 -3.249 0.2288
H 2.999 4.648 -1.912 0.2357
H 1.363 4.221 -0.097 0.2327
H 0.596 1.969 0.381 0.2045
N 3.877 -1.133 2.652 -0.3090
C 3.083 -1.719 1.754 0.2388
N 1.960 -1.034 1.700 -0.4685
C 2.128 -0.036 2.608 0.2964
N 3.287 -0.059 3.209 -0.2019
C 0.994 0.847 2.822 0.1371
C 0.956 1.899 3.722 0.0560
N -0.136 2.635 3.877 -0.3174
C -1.190 2.309 3.142 0.0210
C -1.168 1.258 2.233 0.0301
N -0.066 0.530 2.062 -0.4236
H 4.802 -1.409 2.944 0.4431
H 3.327 -2.608 1.197 0.2516
H 1.827 2.139 4.320 0.2337
H -2.090 2.899 3.266 0.2273
H -2.030 1.012 1.634 0.2335
F -4.686 0.469 -1.673 -0.2714
C -3.837 0.361 -0.680 0.7470
F -3.870 1.448 0.083 -0.3034
F -4.181 -0.695 0.073 -0.3232
S -2.106 0.095 -1.324 2.2535
O -1.497 -0.508 -0.094 -0.9372
O -2.249 -0.818 -2.414 -0.8981
N -1.425 1.450 -1.519 -1.2105
S -1.855 2.513 -2.667 2.2309
O -3.259 2.470 -2.915 -0.9046
O -1.177 3.729 -2.370 -0.8913
C -1.039 1.834 -4.217 0.7335
F -1.963 1.431 -5.070 -0.2894
F -0.246 0.797 -3.926 -0.3202
F -0.303 2.784 -4.776 -0.2957

(3)
95
Properties=species:S:1:pos:R:3:mulliken_charge:R:1 method="wB97M-V/def2-TZVPD" total_energy_ha=-5191.50104 charge=0 orbital_gap_ev=7.53 smiles=COCCCCc1nc2cccc(Br)c2nc1CCCCCCCSc1nnco1.Fc1ccccc1.Fc1ccccc1.Fc1ccccc1 largest_force_ev_per_a=6.50 relative_energy_kcal_mol=213.0
C 4.146 -2.461 -1.190 -0.5437
O 3.483 -2.250 0.087 -0.3884
C 2.201 -1.586 -0.137 0.1425
C 2.000 -0.278 0.818 -0.0435
C 0.473 -0.400 1.398 -0.3043
C -0.531 0.095 0.247 -0.0681
C -1.772 -0.913 -0.027 0.5854
N -2.084 -1.826 1.026 -0.5135
C -3.175 -2.653 0.581 0.4474
C -3.654 -3.785 1.591 -0.5157
C -4.827 -4.750 1.299 -0.4739
C -5.622 -4.643 -0.054 -0.4766
C -5.137 -3.549 -1.059 -0.1206
Br -6.104 -3.336 -2.804 -0.1710
C -3.934 -2.570 -0.763 0.3014
N -3.581 -1.620 -1.781 -0.3792
C -2.495 -0.772 -1.406 0.0275
C -2.079 0.340 -2.511 -0.3452
C -2.010 -0.279 -4.006 -0.8284
C -0.501 -0.649 -4.459 -0.4567
C 0.294 0.655 -5.001 -0.0771
C 0.621 0.601 -6.587 -0.5377
C 2.136 1.113 -6.828 -0.7499
C 2.270 2.687 -7.126 -0.6044
S 1.564 3.793 -5.798 -0.1810
C 2.192 3.284 -4.143 0.3867
N 3.539 2.851 -3.917 -0.3665
N 3.740 2.512 -2.605 -0.2888
C 2.471 2.729 -1.960 0.2553
O 1.510 3.230 -2.885 -0.3085
H 4.785 -3.419 -1.074 0.2465
H 4.801 -1.531 -1.383 0.2341
H 3.439 -2.655 -2.068 0.2353
H 2.043 -1.244 -1.218 -0.0083
H 1.396 -2.397 0.065 0.1455
H 2.184 0.705 0.264 -0.4324
H 2.762 -0.396 1.677 0.3215
H 0.421 0.357 2.258 -0.0943
H 0.361 -1.488 1.717 0.3792
H -0.994 1.109 0.532 0.4462
H 0.108 0.225 -0.712 -0.2595
H -3.115 -3.934 2.602 0.3077
H -5.161 -5.574 2.033 0.4967
H -6.503 -5.305 -0.343 0.3400
H -1.155 0.940 -2.221 0.0860
H -2.972 1.080 -2.528 0.3431
H -2.640 -1.226 -4.135 0.3976
H -2.450 0.497 -4.748 0.3870
H -0.562 -1.441 -5.280 0.4422
H 0.037 -1.067 -3.528 0.0022
H 1.279 0.693 -4.392 -0.0919
H -0.278 1.638 -4.786 0.3326
H 0.606 -0.513 -6.880 0.3876
H -0.148 1.165 -7.220 0.2023
H 2.779 0.753 -5.952 0.3233
H 2.510 0.567 -7.781 0.3755
H 3.401 2.916 -7.183 0.3453
H 1.762 2.894 -8.130 0.4164
H 2.357 2.507 -0.849 0.2710
F -8.089 -7.104 3.851 -0.3077
C -7.881 -5.917 4.443 0.1766
C -7.500 -4.830 3.672 -0.3756
C -7.289 -3.599 4.283 -0.4570
C -7.450 -3.471 5.661 -0.4295
C -7.828 -4.571 6.426 -0.3887
C -8.050 -5.800 5.813 -0.3693
H -7.371 -4.950 2.602 0.6374
H -6.998 -2.740 3.687 0.3814
H -7.281 -2.511 6.138 0.3644
H -7.949 -4.471 7.500 0.3558
H -8.353 -6.665 6.392 0.4074
F 5.942 3.399 2.534 -0.2791
C 6.209 4.080 1.407 0.2987
C 7.123 5.122 1.441 -0.4360
C 7.403 5.823 0.273 -0.3419
C 6.758 5.482 -0.913 -0.6164
C 5.838 4.438 -0.935 -0.1912
C 5.566 3.729 0.231 -0.5106
H 7.609 5.378 2.376 0.4055
H 8.123 6.635 0.287 0.3607
H 6.974 6.033 -1.824 0.3754
H 5.333 4.176 -1.858 0.4314
H 4.859 2.907 0.230 0.5190
F -0.166 0.409 4.754 -0.3113
C 0.668 1.367 5.190 0.2728
C 0.151 2.469 5.854 -0.4945
C 1.016 3.459 6.309 -0.3467
C 2.387 3.341 6.086 -0.4519
C 2.893 2.232 5.414 -0.4758
C 2.030 1.236 4.968 -0.1460
H -0.918 2.548 6.011 0.4055
H 0.624 4.322 6.837 0.3604
H 3.060 4.116 6.438 0.3701
H 3.960 2.143 5.237 0.3805
H 2.408 0.362 4.450 0.4445

(4)
96
Properties=species:S:1:pos:R:3:mulliken_charge:R:1 method="wB97M-V/def2-TZVPD" total_energy_ha=-3683.33140 charge=-1 orbital_gap_ev=4.36 largest_force_ev_per_a=3.63 relative_energy_kcal_mol=70.9
C -0.505 -1.095 -2.202 -1.1646
C 0.535 -0.153 -1.292 0.7060
C -0.023 -0.131 0.249 -0.8967
C 0.579 1.307 -2.038 0.1359
C -0.553 2.380 -1.534 -1.0843
C 2.091 2.011 -2.039 -0.7172
O 3.164 1.041 -2.308 -0.3593
P 4.744 1.773 -2.240 0.0283
H 0.208 -1.708 -2.927 0.2809
H -1.057 -1.883 -1.536 0.3083
H -1.211 -0.429 -2.858 0.2847
H 1.552 -0.738 -1.283 0.3016
H -1.169 -0.396 0.205 -0.0038
H 0.206 0.861 0.828 0.2169
H 0.530 -1.020 0.817 0.2750
H 0.348 1.098 -3.190 0.2282
H -0.620 2.523 -0.371 0.1904
H -1.615 2.179 -2.041 0.2365
H -0.217 3.441 -1.967 0.3517
H 2.067 2.761 -2.968 0.0366
H 2.264 2.681 -1.091 0.2415
H 4.203 3.076 -2.598 -0.1094
H 4.932 1.455 -3.662 -0.3063
H 5.275 0.447 -1.909 -0.1107
H 4.646 2.062 -0.811 -0.0093
H 6.108 2.241 -2.241 -0.0245
C -2.439 -1.612 6.533 -0.9351
C -2.573 -2.526 5.329 -0.1212
O -3.245 -1.853 4.253 -0.3759
C -2.475 -1.009 3.495 0.2102
O -1.280 -0.808 3.696 -0.5224
C -3.299 -0.399 2.363 1.1098
F -4.516 0.055 2.782 -0.3467
F -3.551 -1.299 1.370 -0.2927
F -2.685 0.662 1.768 -0.2323
H -3.418 -1.222 6.830 0.1981
H -1.999 -2.148 7.378 0.2561
H -1.809 -0.747 6.305 0.4234
H -3.189 -3.392 5.595 0.3107
H -1.601 -2.911 5.001 0.2947
C -7.238 0.418 2.787 -0.9024
C -7.385 0.200 4.282 -0.1289
O -8.671 0.650 4.736 -0.3291
C -9.717 -0.213 4.532 0.3689
O -9.604 -1.311 3.993 -0.5135
C -11.011 0.366 5.102 0.8268
F -11.194 1.676 4.769 -0.2381
F -11.040 0.313 6.465 -0.2466
F -12.124 -0.292 4.673 -0.2373
H -7.430 1.464 2.530 0.3204
H -6.231 0.149 2.454 0.2133
H -7.959 -0.185 2.227 0.3376
H -6.635 0.797 4.813 0.3006
H -7.217 -0.847 4.559 0.3178
C -6.585 -4.544 11.257 -1.0993
C -6.338 -5.145 9.886 -0.2084
O -5.300 -4.431 9.199 -0.2768
C -4.013 -4.756 9.545 0.0919
O -3.725 -5.598 10.392 -0.5266
C -3.012 -3.961 8.709 1.1455
F -3.331 -2.637 8.623 -0.2795
F -2.939 -4.418 7.426 -0.2565
F -1.744 -4.012 9.204 -0.2435
H -6.797 -3.473 11.175 0.3029
H -7.428 -5.037 11.749 0.3738
H -5.704 -4.645 11.898 0.3166
H -7.244 -5.050 9.278 0.3089
H -6.103 -6.214 9.947 0.3109
C 3.475 4.216 -6.273 -1.1857
C 4.094 2.846 -6.482 -0.0939
O 4.134 2.516 -7.879 -0.3084
C 5.165 3.065 -8.599 0.3717
O 6.019 3.804 -8.116 -0.5258
C 5.116 2.596 -10.052 0.8785
F 3.863 2.662 -10.586 -0.2542
F 5.517 1.299 -10.186 -0.2457
F 5.917 3.328 -10.876 -0.2510
H 2.488 4.267 -6.744 0.2941
H 3.372 4.435 -5.207 0.3587
H 4.086 5.001 -6.729 0.3478
H 3.473 2.087 -5.995 0.2761
H 5.093 2.780 -6.036 0.3021
C 8.406 1.323 -9.207 -0.9245
C 9.873 1.051 -8.927 -0.4515
O 10.138 1.100 -7.517 -0.2954
C 9.818 -0.028 -6.804 0.3682
O 9.328 -1.037 -7.305 -0.5259
C 10.194 0.140 -5.334 0.8471
F 9.805 1.345 -4.824 -0.2289
F 11.541 0.062 -5.136 -0.2541
F 9.636 -0.808 -4.529 -0.2319
H 8.098 2.272 -8.755 0.2414
H 8.218 1.365 -10.283 0.3979
H 7.769 0.545 -8.775 0.3441
H 10.483 1.833 -9.392 0.3555
H 10.197 0.095 -9.353 0.3309

(5)
9
Properties=species:S:1:pos:R:3:nbo_charge:R:1 method="wB97M-V/def2-TZVPD" total_energy_ha=-698.38275 charge=0 orbital_gap_ev=8.90 smiles="[H]/N=C1/N=CC(=O)S1" largest_force_ev_per_a=7.19 relative_energy_kcal_mol=36.7
H -0.435 0.445 -2.941 0.3755
N -0.426 -0.286 -2.246 -0.5854
C -0.238 -0.060 -1.015 0.2683
N -0.444 -1.066 -0.033 -0.3957
C 0.025 -0.792 1.080 0.0777
C 0.327 0.673 1.199 0.2935
O 0.128 1.334 2.305 -0.5018
S 0.801 1.293 -0.400 0.2227
H 0.262 -1.540 2.052 0.2453

(6)
11
Properties=species:S:1:pos:R:3:nbo_charge:R:1 method="wB97M-V/def2-TZVPD" total_energy_ha=-1989.70642 spin_multiplicity=2 charge=0 orbital_gap_ev="4.53 / 7.57" largest_force_ev_per_a=5.69 relative_energy_kcal_mol=38.8
H 0.928 1.039 -0.261 0.2150
C 1.187 -1.156 0.130 0.4020
C 0.277 0.018 0.078 -0.2316
O -0.853 -0.239 -0.734 -0.5502
C -2.059 0.330 -0.442 0.2531
O -2.178 0.884 0.671 -0.8210
O 2.453 -0.953 -0.102 -0.6540
H 0.735 -2.130 -0.144 0.1664
H -0.016 0.347 1.088 0.2457
Li -3.898 1.067 -0.127 0.9059
Cu 3.424 0.792 -0.158 0.0688